[1]
23
Properties=species:S:1:pos:R:3:mulliken_charge:R:1 method="wB97M-V/def2-TZVPD" energy_ev=-9558.482 multiplicity=2 charge=-1 s_squared=0.7553 relative_energy_ev=0.316
C -2.02141 0.56946 2.69222 -0.7461
C -2.52841 -0.39399 1.61622 -0.8602
H -1.94485 1.58300 2.29446 0.2335
H -2.70485 0.63852 3.53853 0.3829
H -1.04232 0.27258 3.05745 0.1271
H -2.83167 0.11339 0.69504 0.2097
H -3.39082 -1.00135 1.92122 0.3751
H -1.74566 -1.04734 1.23893 0.2578
C 1.74417 -0.09081 1.45303 -1.5999
C 1.20947 -0.76676 -2.24798 0.4011
C 1.63612 -0.88959 -0.93935 -1.6426
C 0.08645 0.00367 -2.56593 -1.0753
C 1.07890 -0.13684 0.10179 2.2123
C -0.39152 0.86929 -1.56853 0.3006
C 0.12943 0.83290 -0.28998 -2.1819
H 1.79497 -1.34507 -2.95728 0.6254
H 2.42263 -1.62406 -0.75843 -0.1705
H -0.35819 -0.03687 -3.55104 0.3169
H -1.16799 1.59613 -1.79606 0.6680
H 1.13272 0.49331 2.13588 0.3040
H 2.65708 0.51970 1.34126 0.8066
H -0.30661 1.57001 0.37808 -0.2413
H 1.89672 -1.05789 1.93295 0.2970

[2]
17
Properties=species:S:1:pos:R:3:mulliken_charge:R:1 method="wB97M-V/def2-TZVPD" energy_ev=-10904.068 charge=-1 relative_energy_ev=1.914
C -0.95209 -0.64322 -0.49769 -0.7415
O -1.33945 0.32744 -1.41155 -0.5947
C -0.49081 -0.10995 0.87113 0.3540
C 0.91903 0.50727 0.88012 -0.7231
O 1.03757 1.73302 0.23106 -0.5961
N -0.34036 -1.32585 1.98095 -0.7531
H -1.82404 -1.28628 -0.30601 0.3569
H -0.16553 -1.28636 -0.93090 0.2734
H -1.14679 0.73546 1.12518 0.2122
H 1.57888 -0.25602 0.43255 0.2468
H 1.23312 0.66525 1.91609 0.3510
H 0.98522 1.58715 -0.77650 0.4589
H -1.26180 -0.88870 1.63923 0.3074
H -0.16097 -2.16075 1.42715 0.2574
H 1.47720 0.45743 -2.46122 0.1993
H -0.47971 0.71065 -1.81728 0.4647
O 0.93053 1.23346 -2.30231 -1.0736

[3]
17
Properties=species:S:1:pos:R:3:mulliken_charge:R:1 method="wB97M-V/def2-TZVPD" energy_ev=-8428.093 charge=0 relative_energy_ev=3.148
C -1.52402 -0.87713 -2.05750 -0.6486
O -0.48382 -0.66994 -1.09706 -0.0464
C 0.36175 0.29605 -1.37264 -0.8824
C 0.38373 1.43860 0.76104 -0.8169
C 0.12729 0.23215 1.68941 -0.4127
C 1.26117 -0.53564 0.97859 -0.8238
C 1.23376 0.50496 -0.16809 0.6205
H -1.55360 -1.94172 -2.30127 0.2525
H -1.31949 -0.26822 -2.94091 0.3523
H -2.46961 -0.57971 -1.59537 0.2511
H -0.48880 1.90789 0.29285 0.3040
H 0.99367 2.22001 1.22069 0.2804
H 0.24098 0.41097 2.76238 0.3508
H -0.84840 -0.22804 1.50973 0.1692
H 2.20345 -0.49169 1.53373 0.3085
H 1.05833 -1.57346 0.70064 0.2575
H 2.19396 0.92260 -0.48297 0.4839

[4]
218
Properties=species:S:1:pos:R:3:mulliken_charge:R:1 method="wB97M-V/def2-TZVPD" energy_ev=-110494.942 charge=0 relative_energy_ev=0.000 smiles=COC[C@H](C)N.COC[C@H](C)N.COC[C@H](C)N.COC[C@H](C)N.COCCNCCOC.COCCNCCOC.COCCNCCOC.COCCNCCOC.COCCNCCOC.OCCO.OCCO.OCCO
C 24.72506 10.25560 24.58445 0.3764
C 25.41154 9.03472 25.19936 -0.8339
O 26.76183 8.83253 24.66399 -0.6089
O 24.67251 9.99309 23.24096 -0.2824
H 25.35532 11.13590 24.88345 0.2063
H 23.63007 10.34574 24.94610 -0.0413
H 24.86502 8.14772 24.91720 0.2975
H 25.63928 9.08362 26.27268 0.3215
H 26.74821 8.89336 23.67632 0.4293
H 24.39662 10.75993 22.71320 0.0523
C 25.99694 10.65714 15.86554 1.3458
C 26.81517 10.06953 14.66102 -0.6398
O 27.29688 11.06969 13.84074 -0.6913
O 24.86950 11.36857 15.48144 -0.2937
H 26.72638 11.26914 16.40558 -0.3885
H 25.60382 9.86890 16.52092 0.0409
H 26.15216 9.34668 14.09904 0.2411
H 27.61165 9.47351 15.03458 0.1657
H 26.58959 11.62817 13.45304 0.3044
H 25.12028 12.19815 15.04218 -0.1729
C 23.89154 14.45508 22.41245 -1.2003
C 23.06735 13.25733 22.85586 0.8185
O 23.31116 12.11834 22.09204 1.6651
O 23.54517 15.00783 21.17199 -0.2573
H 24.93404 14.19651 22.34479 0.3085
H 23.90464 15.27424 23.20804 0.3136
H 22.00558 13.47280 23.03140 -0.9866
H 23.36398 12.90593 23.82049 0.6204
H 22.77843 12.15343 21.26983 -0.9619
H 22.57483 15.10652 21.18680 -0.1396
C 18.00763 16.39882 27.67334 -1.4332
C 19.13965 16.03939 26.69926 0.4073
C 18.49076 15.83008 25.35561 -0.0295
O 17.55384 14.78303 25.47731 -0.4381
C 17.05109 14.43927 24.14707 -0.4976
N 20.13542 17.13398 26.48003 -0.6494
H 18.43270 17.01059 28.47842 0.4343
H 17.67359 15.50479 28.14103 0.3416
H 17.25547 17.01970 27.24880 0.3174
H 19.62944 15.10101 27.02443 0.2111
H 19.21744 15.67631 24.51386 -0.4054
H 17.87985 16.69388 25.09641 0.6418
H 16.78631 15.36813 23.63825 0.3391
H 16.15721 13.95349 24.37513 0.3241
H 17.80871 13.85053 23.64121 0.0034
H 20.60442 17.24968 27.38751 0.2835
H 19.69064 17.99983 26.18476 0.2330
C 18.30402 16.35358 17.51940 -1.4347
C 18.74612 17.15855 18.74685 0.9089
C 20.21018 17.39799 18.51567 0.2307
O 20.74947 18.16902 19.63245 -0.4061
C 22.08233 18.59695 19.49818 -0.3514
N 17.96699 18.39714 18.88155 -0.7029
H 17.23261 16.28727 17.40957 0.4705
H 18.66477 15.33593 17.46598 0.1638
H 18.64671 16.84743 16.60275 0.3239
H 18.63478 16.47892 19.62574 -0.4895
H 20.49240 17.96676 17.61139 0.9038
H 20.77234 16.42223 18.54389 -0.7463
H 22.17294 19.43130 18.72469 0.2880
H 22.72927 17.75806 19.31211 -0.0927
H 22.42859 19.01750 20.40297 0.3538
H 18.41707 19.05922 19.56254 0.3389
H 17.95412 18.86173 17.95368 0.3196
C 19.18244 9.12719 21.92783 -1.8081
C 20.39202 9.88653 22.59290 2.2590
C 19.91796 10.64410 23.82126 -1.4470
O 20.84455 11.69458 24.09860 0.2441
C 20.46162 12.48131 25.28521 -1.0713
N 21.48976 9.04682 22.94591 -0.7589
H 19.64135 8.47285 21.21528 0.4998
H 18.55502 9.77482 21.33403 0.4066
H 18.50318 8.59905 22.57951 0.3266
H 20.60933 10.70354 21.88033 -0.8313
H 19.89584 9.86081 24.60874 0.3996
H 18.87888 10.97010 23.62694 0.3826
H 20.96043 13.42112 25.16384 0.2967
H 20.78254 11.89283 26.14413 0.3086
H 19.38041 12.69650 25.32083 0.3504
H 21.99359 8.69809 22.16050 0.3631
H 22.15000 9.65567 23.37692 -0.0456
C 13.58527 11.38402 18.63574 -1.3517
C 14.26802 10.39732 17.72752 0.4714
C 15.79316 10.43440 17.78346 -0.4259
O 16.16280 11.68034 17.24236 -0.4029
C 17.51952 11.95035 17.33436 -0.4478
N 13.65782 9.06735 17.94608 -0.7273
H 13.42585 11.01659 19.63923 0.3345
H 12.58149 11.51719 18.25627 0.3228
H 14.04103 12.37019 18.63560 0.3499
H 13.97638 10.63641 16.69428 0.2883
H 16.26921 9.69710 17.12567 0.3169
H 16.11774 10.25025 18.88608 0.0534
H 17.85778 11.83228 18.41507 0.1900
H 17.65002 12.98993 17.07389 0.1774
H 18.05733 11.29792 16.65563 0.3523
H 14.07262 8.45481 17.26507 0.2813
H 13.88620 8.73187 18.88420 0.2543
C 27.59763 7.03618 16.93365 -1.1007
O 28.18023 8.16136 17.50048 0.2185
C 29.59669 8.22977 17.66124 -0.7854
C 29.92295 9.64627 17.19655 -0.6683
N 29.24660 10.63257 18.04680 1.4623
C 29.27033 12.01574 17.55922 -0.9609
C 28.97590 12.92741 18.73523 -0.7271
O 27.66775 12.65258 19.18590 0.7761
C 27.31969 13.41961 20.34996 -1.6062
H 26.58620 7.37175 16.78687 0.2558
H 27.65500 6.10807 17.58495 0.2453
H 28.01900 6.82469 15.90871 0.3846
H 30.08482 7.50763 16.97953 0.5981
H 29.91891 8.05368 18.69797 0.1024
H 29.53555 9.78718 16.14654 0.1451
H 30.97956 9.83136 17.22761 0.4761
H 28.32516 10.29281 18.20934 -0.8575
H 28.59702 12.12184 16.70307 0.0272
H 30.32084 12.18310 17.23848 0.3988
H 29.16990 13.99600 18.47220 0.4888
H 29.76699 12.67432 19.46869 0.0882
H 27.44069 14.51766 20.26315 0.3525
H 27.96721 13.08376 21.11783 0.5477
H 26.25026 13.18817 20.57448 0.2153
C 27.53803 7.41891 21.68327 -0.8256
O 27.08905 8.74262 21.76911 -0.1731
C 28.01412 9.56984 21.04296 0.5815
C 29.39069 9.56432 21.57084 -1.2287
N 30.04454 10.80303 21.12922 0.0155
C 31.46099 10.88024 21.37849 -0.7599
C 32.28074 11.48044 20.25069 -0.4931
O 31.88208 12.88797 20.06223 -0.3478
C 32.56967 13.52647 19.07639 -0.8142
H 27.55102 7.29531 20.59489 0.1202
H 26.82815 6.76767 22.05430 0.3869
H 28.50525 7.21000 22.18024 0.2722
H 27.66615 10.58372 21.12801 -0.0980
H 27.89617 9.31133 20.02072 0.1096
H 29.99144 8.72768 21.25006 0.4657
H 29.24384 9.59705 22.63844 0.4967
H 29.85516 10.84531 20.16178 -0.1281
H 31.86866 9.88487 21.57575 0.3501
H 31.66468 11.52537 22.26919 0.2946
H 32.23693 10.97576 19.30942 0.1994
H 33.32423 11.46158 20.55566 0.5567
H 33.66542 13.39274 19.08048 0.3704
H 32.48077 14.62238 19.24421 0.2316
H 32.25176 13.15157 18.13010 0.2885
C 26.83166 19.43980 13.88784 -0.6891
O 25.67936 18.69386 13.45126 -0.3628
C 24.73141 18.41865 14.46682 -0.1490
C 23.66013 17.57654 13.88918 -0.3559
N 22.85153 17.16399 15.02874 0.1088
C 21.63003 16.46865 14.84100 -0.5872
C 21.64447 15.19012 13.99203 -1.1566
O 22.36584 14.13833 14.47997 -0.1019
C 21.90102 13.62090 15.72198 -0.7185
H 27.31809 18.85374 14.71819 0.2595
H 26.53237 20.44292 14.18053 0.2935
H 27.52821 19.54527 13.03278 0.2384
H 24.38380 19.36182 14.91959 0.4483
H 25.17421 17.84275 15.31217 0.0213
H 23.97350 16.74228 13.20192 -0.0760
H 23.05539 18.21604 13.23183 0.5074
H 23.41758 16.55121 15.65723 0.1239
H 20.87409 17.09814 14.34527 0.6207
H 21.19169 16.25487 15.81424 -0.2496
H 22.01341 15.30216 12.96566 0.4193
H 20.65610 14.94220 13.81188 0.6543
H 22.28270 14.35563 16.45031 -0.0651
H 22.34290 12.62653 15.74049 0.1169
H 20.81749 13.56341 15.72355 0.6624
C 25.17685 9.98337 19.27015 -0.7603
O 23.97064 10.70689 19.52800 -0.7159
C 23.31541 11.13599 18.32207 0.8132
C 21.87168 11.46200 18.74812 -1.6203
N 21.76545 12.55717 19.70127 2.9305
C 20.46900 13.06198 19.79343 -1.6023
C 20.10420 13.88388 20.98312 -0.6384
O 20.74948 15.16381 20.96931 0.7617
C 20.31155 16.11991 22.00166 -1.5181
H 26.06812 10.65060 18.98721 0.3173
H 25.09917 9.23778 18.49556 0.3021
H 25.40458 9.55699 20.23887 0.1790
H 23.32687 10.39076 17.51646 0.5388
H 23.89374 11.99337 17.87147 -0.9483
H 21.54042 10.59694 19.25438 0.2786
H 21.24603 11.69645 17.91131 0.6747
H 22.32528 13.33454 19.40325 -1.1617
H 19.78697 12.27534 19.61033 0.7667
H 20.35186 13.75207 18.92407 0.1209
H 20.33742 13.30405 21.87637 -0.9463
H 19.06115 14.05460 20.94675 1.0900
H 20.59296 17.12497 21.74116 0.4150
H 20.71633 15.85506 23.00176 0.2054
H 19.22584 16.18263 21.98620 0.5315
C 23.68317 11.54201 12.32068 -0.5571
O 24.93806 12.28194 12.26587 -0.3774
C 24.81015 13.68207 12.19033 0.2607
C 25.90882 14.29718 13.06726 -0.9487
N 25.53109 13.91437 14.46078 1.0504
C 26.41714 14.44359 15.49501 -1.6710
C 25.72314 14.40289 16.87833 0.5379
O 24.59843 15.28085 16.95882 -0.2124
C 24.18348 15.50986 18.34334 0.2993
H 23.12708 11.76244 13.17076 0.0712
H 24.00537 10.51618 12.43216 0.2438
H 23.12879 11.60060 11.39165 0.3278
H 23.82743 13.94909 12.58540 -0.4618
H 24.85172 13.97941 11.14141 0.5629
H 25.77301 15.41943 12.96961 0.1288
H 26.91515 13.93641 12.78803 0.4251
H 24.62712 14.26624 14.65864 -0.2728
H 26.74810 15.47653 15.29767 0.4040
H 27.26627 13.82114 15.47783 0.4600
H 26.51024 14.68780 17.56234 0.5123
H 25.47796 13.40378 17.17245 -0.6632
H 23.14865 15.86687 18.20138 -0.7557
H 24.84079 16.26045 18.74158 0.7017
H 24.17448 14.55245 18.85107 -0.0729